1.
Here is a molecular structure, C4H5EuO2 in a non-equilibrium geometry from OMol25. Energies are from ωB97M-V/def2-TZVPD.

- Orbital gap (spin up / spin down): 5.945 / 6.573 eV
- Net charge: +2
- Largest force on an atom: 5.1 eV Å⁻¹
- Relative energy (zero: lowest compared OMol25 entry of this formula, charge and spin): 0.0 kcal/mol
- Multiplicity: 9
- Highest occupied orbital energy (spin up / spin down): -15.67 / -16.08 eV
- E_tot: -1015.43326 Eh
- LUMO energy (spin up / spin down): -9.73 / -9.50 eV

Geometry as XYZ:
```
12
Properties=species:S:1:pos:R:3:forces:R:3
C 1.884171 -0.264339 0.150109 -0.6 -0.4 1.5
O 2.471864 0.097982 -0.898296 2.3 0.2 -1.8
H -0.617543 -1.830978 -0.003782 -1.3 1.4 -1.1
C -0.711248 -0.636383 -0.226279 2.1 -3.2 3.5
C -1.881737 0.130325 0.312763 -1.4 0.2 -1.0
O -1.646179 1.494362 0.075701 0.3 -0.1 0.0
H -2.014429 -0.083053 1.384995 0.3 -0.2 -0.3
Eu 4.803930 0.204639 -2.063711 -1.6 0.0 0.7
C 0.526014 -0.587629 0.167430 0.1 1.9 -1.6
H -2.462367 1.984176 0.212437 -0.1 0.1 0.0
H -2.779163 -0.232671 -0.218044 0.2 0.2 0.3
H 2.426690 -0.276431 1.106680 -0.2 -0.2 -0.2
```
Forces are in eV/Å.

2.
Here is a molecular structure, C4H5F2HgLiO2 in a non-equilibrium geometry from OMol25. Energies are from ωB97M-V/def2-TZVPD.

- Orbital gap (spin up / spin down): 7.490 / 3.978 eV
- Net charge: 0
- Largest force on an atom: 2.0 eV Å⁻¹
- Relative energy (zero: lowest compared OMol25 entry of this formula, charge and spin): 0.0 kcal/mol
- Multiplicity: 3
- Highest occupied orbital energy (spin up / spin down): -7.61 / -7.13 eV
- E_tot: -666.41820 Eh
- LUMO energy (spin up / spin down): -0.12 / -3.15 eV

Geometry as XYZ:
```
15
Properties=species:S:1:pos:R:3:forces:R:3
C 0.563934 1.553198 0.945921 -1.6 1.0 0.7
H 0.742114 2.646149 0.849852 -0.3 -0.4 0.2
Li 1.773133 0.123631 -0.647254 -0.3 -0.3 -0.3
H -1.343399 -2.822795 0.147997 -0.1 0.3 -0.3
H -0.785810 -0.629666 -2.019863 0.0 -0.1 0.3
C -0.151798 1.149283 -0.339782 -0.1 0.4 0.8
F -1.281597 2.059028 -0.401467 1.2 -0.7 -0.3
C -0.694880 -1.047278 -1.007951 0.0 0.2 -0.5
O 1.778752 0.875886 1.046729 1.0 -0.8 -0.4
O -0.772717 -0.127002 -0.033990 0.1 0.0 0.3
H -2.289363 -2.524361 -1.463603 0.3 0.1 0.3
F 0.739489 -1.531596 -1.039915 0.0 0.2 0.1
Hg 3.330740 1.181817 2.868810 -0.5 0.1 -0.5
C -1.535040 -2.220637 -0.739768 0.0 -0.4 0.0
H -0.073557 1.314343 1.834282 0.3 0.4 -0.4
```
Forces are in eV/Å.

3.
Here is a molecular structure, C4H5F2IO2 in a non-equilibrium geometry from OMol25. Energies are from ωB97M-V/def2-TZVPD.

- Orbital gap: 9.884 eV
- Net charge: 0
- Largest force on an atom: 4.9 eV Å⁻¹
- Relative energy (zero: lowest compared OMol25 entry of this formula, charge and spin): 13.9 kcal/mol
- Highest occupied orbital energy: -9.72 eV
- E_tot: -803.18558 Eh
- LUMO energy: 0.17 eV

Geometry as XYZ:
```
14
Properties=species:S:1:pos:R:3:forces:R:3
F 5.783812 1.955175 0.465075 2.6 2.0 0.4
O 0.057255 0.338044 -0.652253 -1.0 0.5 0.4
I 5.173739 -0.699114 -0.463964 0.0 0.7 0.1
H 1.313472 1.292616 1.466638 -0.8 1.0 0.6
O 1.973750 -0.148487 -0.569385 -0.1 1.0 -0.9
H 0.190123 -0.041246 2.296310 1.7 0.8 0.1
C 1.113296 0.264979 1.713952 -0.4 -1.2 -2.4
H 0.670710 -1.479717 0.243469 -0.2 2.1 0.6
C 4.696226 1.352395 0.271267 -3.9 -2.4 -1.6
C 1.118736 0.487171 -1.434281 1.0 -0.1 -0.3
C 0.861413 -0.325650 0.295600 1.0 -3.4 1.3
H 2.168058 -0.030373 1.945429 -1.4 -0.7 0.6
H 3.943048 1.846963 -0.460996 1.5 -0.7 1.1
F 4.059997 1.172530 1.461661 0.1 0.3 0.0
```
Forces are in eV/Å.

4.
Here is 2 unconnected molecules or ions with the total composition C4H5F3O in a non-equilibrium geometry from OMol25. Energies are from ωB97M-V/def2-TZVPD.

- Orbital gap: 7.880 eV
- Net charge: 0
- Largest force on an atom: 3.5 eV Å⁻¹
- Relative energy (zero: lowest compared OMol25 entry of this formula, charge and spin): 86.5 kcal/mol
- Highest occupied orbital energy: -9.84 eV
- E_tot: -530.08306 Eh
- LUMO energy: -1.96 eV

Geometry as XYZ:
```
13
Properties=species:S:1:pos:R:3:forces:R:3
F 1.918610 -0.009495 -0.826486 0.1 -1.2 -1.1
H -0.571034 -1.525156 1.078937 -2.8 -1.6 -1.5
C -0.434005 1.067084 -0.174581 -1.1 0.7 0.1
H -0.162724 2.071287 -0.559574 0.5 -0.7 0.4
C 1.832273 0.399204 0.439098 -0.4 0.0 -0.1
F 2.464099 1.588602 0.389588 -0.6 0.4 1.1
O -1.423424 -2.085055 0.675138 3.2 0.8 0.1
C -1.591095 0.547996 -0.707740 0.6 1.1 -2.1
H -1.813750 -0.486623 -0.396546 -0.7 0.6 -0.3
H -1.043134 -2.508249 -0.145650 -0.5 0.5 1.4
H -2.048420 1.137424 -1.677110 0.9 -1.8 2.8
C 0.296486 0.220140 0.712720 1.0 0.9 -1.0
F 2.576112 -0.417163 1.192202 -0.1 0.2 0.2
```
Forces are in eV/Å.

5.
Here is a single C4H5F6PS2 molecule in a non-equilibrium geometry from OMol25. Energies are from ωB97M-V/def2-TZVPD.

- Orbital gap: 9.829 eV
- Net charge: 0
- Largest force on an atom: 4.7 eV Å⁻¹
- Relative energy (zero: lowest compared OMol25 entry of this formula, charge and spin): 26.5 kcal/mol
- Highest occupied orbital energy: -9.74 eV
- E_tot: -1892.34711 Eh
- LUMO energy: 0.09 eV

Geometry as XYZ:
```
18
Properties=species:S:1:pos:R:3:forces:R:3
F 3.410240 -0.486684 -0.905292 0.7 0.3 -0.7
H -1.531360 -2.007151 0.077436 -0.7 -1.4 -0.4
C 1.644587 1.933415 0.316335 -0.7 0.6 -1.6
F 2.846646 2.201502 -0.208125 0.1 0.0 0.3
C -1.906014 -1.045782 -0.150734 3.6 2.8 -1.3
F 0.838043 2.963798 0.049715 0.0 0.2 -0.1
S -0.666661 -0.135894 0.952810 1.4 0.6 -0.9
H -3.750028 -0.759127 -0.663600 -1.5 0.4 -1.3
H -3.269084 0.529246 0.520883 0.0 -1.3 -0.4
P 0.975653 0.364284 -0.432120 -1.6 -1.2 -0.4
C 2.514317 -0.681585 0.039331 -0.3 -1.3 -0.2
H -3.775827 -1.223014 0.957717 0.8 1.0 -0.3
S 0.538492 0.258118 -2.355743 0.6 0.3 1.7
F 2.175590 -1.984377 -0.008632 -0.4 0.0 0.0
H -1.655804 -0.656136 -1.226839 -0.2 -1.2 1.9
F 1.717871 1.793634 1.605936 0.4 0.0 1.6
F 3.123751 -0.507260 1.208902 -0.4 0.6 0.3
C -3.230405 -0.556991 0.222027 -1.8 -0.5 2.0
```
Forces are in eV/Å.

6.
Here is a molecular structure, C4H5FN2 in a non-equilibrium geometry from OMol25. Energies are from ωB97M-V/def2-TZVPD.

- Orbital gap: 9.883 eV
- Net charge: 0
- Largest force on an atom: 4.2 eV Å⁻¹
- Relative energy (zero: lowest compared OMol25 entry of this formula, charge and spin): 68.9 kcal/mol
- Highest occupied orbital energy: -9.62 eV
- E_tot: -364.69346 Eh
- LUMO energy: 0.27 eV

Geometry as XYZ:
```
12
Properties=species:S:1:pos:R:3:forces:R:3
F 1.219480 1.840235 -0.584200 0.1 0.2 -0.2
H -2.783236 0.279430 0.355090 -0.6 -0.2 0.2
H 1.314395 0.716681 1.018451 0.5 0.5 2.6
N 2.168042 -0.301511 -0.612033 1.9 0.6 -0.4
C -1.814076 0.091140 0.783869 1.1 2.4 1.7
C 1.220810 0.612392 0.003430 -0.7 -0.3 -1.3
H 1.510601 -1.829533 -1.881720 -0.8 0.7 1.0
C 1.259639 -1.001911 -1.153726 0.8 -2.2 -1.8
H -1.843306 -0.613134 1.659753 -0.4 1.1 -0.4
C 0.154804 -0.357830 -0.472003 -3.5 0.9 1.2
N -1.048479 -0.594721 -0.144150 2.4 -1.9 -2.8
H -1.358675 1.158760 1.027238 -0.8 -2.0 0.1
```
Forces are in eV/Å.

7.
Here is a single C4H5FN2O molecule in a non-equilibrium geometry from OMol25. Energies are from ωB97M-V/def2-TZVPD.

- Orbital gap: 10.857 eV
- Net charge: 0
- Largest force on an atom: 2.5 eV Å⁻¹
- Relative energy (zero: lowest compared OMol25 entry of this formula, charge and spin): 46.3 kcal/mol
- Highest occupied orbital energy: -10.24 eV
- E_tot: -439.96411 Eh
- LUMO energy: 0.62 eV

Geometry as XYZ:
```
13
Properties=species:S:1:pos:R:3:forces:R:3
F 0.088727 -0.938522 -1.934001 0.8 -0.1 -0.4
C -0.487947 1.269990 -1.179037 -1.4 -0.5 0.3
C -0.097652 -0.905713 1.610319 1.3 1.0 -1.9
H -1.428831 -0.639572 -0.839114 -1.3 -0.3 0.8
N 2.021815 -0.625344 1.815443 0.2 0.1 -0.3
H -1.043741 -1.219136 1.908934 -1.3 -0.3 0.5
H 0.484978 1.622145 -1.393897 1.1 0.4 0.0
C -0.457808 -0.236174 -0.889671 0.9 1.8 0.0
O 1.647858 -0.243360 0.423854 -1.2 -0.1 1.0
H -1.120772 1.520546 -2.021600 -0.2 -0.2 -0.3
H -0.927166 1.785810 -0.306636 0.4 -0.2 -0.3
N 0.999414 -0.982544 2.422365 0.4 0.3 -0.9
C 0.321126 -0.408126 0.383040 0.2 -2.0 1.3
```
Forces are in eV/Å.

8.
Here is a single C4H5FN2O6 molecule in a non-equilibrium geometry from OMol25. Energies are from ωB97M-V/def2-TZVPD.

- Orbital gap: 10.691 eV
- Net charge: 0
- Largest force on an atom: 4.3 eV Å⁻¹
- Relative energy (zero: lowest compared OMol25 entry of this formula, charge and spin): 0.0 kcal/mol
- Highest occupied orbital energy: -11.71 eV
- E_tot: -815.99218 Eh
- LUMO energy: -1.02 eV

Geometry as XYZ:
```
18
Properties=species:S:1:pos:R:3:forces:R:3
C -2.860101 -0.201466 0.975182 2.5 2.5 2.5
N 2.784890 0.882886 -0.021108 -1.7 -0.8 0.0
H -2.532553 0.270000 2.054544 -0.7 -0.9 -2.9
N 2.155717 -1.374176 -0.666107 1.6 -1.0 0.2
O 0.197684 1.471172 -1.222236 0.2 -0.3 0.1
O 3.210143 1.150685 -1.090841 1.0 0.4 -1.5
H -2.490269 -0.013342 -1.201294 -0.1 0.1 0.8
O -0.784113 -0.263966 -0.183656 2.5 -1.1 0.5
H -2.941200 -1.224691 1.158624 0.9 -2.0 -0.2
O 2.799873 -2.085152 0.089351 -0.5 0.0 -0.8
H -1.942809 1.365702 -0.311267 -0.2 0.9 0.4
C -2.055085 0.308610 -0.224711 -1.8 -1.1 -0.7
O 3.015147 1.337807 1.046882 0.8 0.8 1.0
O 2.001905 -1.492275 -1.856077 -0.3 0.0 0.2
C 1.663675 -0.159788 -0.017295 -3.3 1.1 1.0
H -3.851297 -0.004750 0.816234 -2.6 1.3 -0.3
F 1.394604 -0.412511 1.266955 0.2 -0.3 -0.3
C 0.233794 0.445247 -0.613174 1.6 0.4 0.0
```
Forces are in eV/Å.